Here is a gas-phase ion, C3H10N3S (charge +1) in a non-equilibrium geometry from the OMol25 dataset. Energies are from the ωB97M-V functional and the def2-TZVPD basis.

XYZ file:
```
17
Properties=species:S:1:pos:R:3:forces:R:3:mulliken_charge:R:1
C 1.5809 0.4603 0.1461 0.9 -3.3 2.8 0.516
C -1.7704 -1.1217 0.2895 -1.8 -2.6 -3.8 -1.495
C -0.8590 -0.0690 -0.1688 2.0 -1.8 -3.9 -0.064
N 2.8039 0.0374 0.7340 -1.9 0.8 -1.0 -0.404
N 1.4925 1.5626 -0.5032 2.4 1.5 -1.2 -0.187
N 0.4565 -0.3114 0.3085 1.7 -0.3 2.1 -0.113
S -1.6525 1.6147 0.2353 1.6 5.0 1.3 -0.081
H -2.3243 -0.9457 1.1571 -0.8 0.8 1.6 0.435
H -2.5170 -1.0692 -0.6173 0.7 -0.8 2.1 0.382
H -1.4491 -2.2107 0.3887 0.1 1.5 -0.5 0.354
H -0.8057 0.0470 -1.4606 -0.1 -0.4 3.4 0.383
H 3.7508 0.2319 0.4176 -0.7 0.6 -0.4 0.239
H 2.8000 -0.7943 1.2800 -0.4 -0.6 0.2 0.195
H 2.3060 2.1457 -0.6529 -0.1 -0.2 0.0 0.257
H 0.6325 1.9587 -0.7156 -1.7 0.7 -0.5 0.096
H 0.4292 -0.9605 1.1457 0.6 1.0 -1.6 0.293
H -2.7797 1.0498 0.0933 -2.4 -1.7 -0.5 0.194
```
Positions in Å, forces in eV/Å.

Multiplicity: 3
Net charge: +1
Molar mass in g/mol: 120.20
<S²>: 2.01
Orbital gap (alpha / beta) in eV: 5.51 / 7.37
HOMO energy (alpha / beta) in eV: -8.59 / -14.18
Relative energy (zero: lowest compared OMol25 entry of this formula, charge and spin) in kJ/mol: 202.7